(1)
# C4H15N2O

C4H15N2O as an isolated structure in a non-equilibrium geometry (ωB97M-V/def2-TZVPD, the OMol25 dataset).

Positions of all 22 atoms, in Å:
1 N -1.879 1.349 -0.568
2 C -0.570 1.913 -0.281
3 C 0.567 0.986 -0.715
4 N 0.317 -0.218 0.101
5 C 1.229 -1.308 -0.223
6 C 1.231 -2.389 0.848
7 H -2.041 0.592 0.112
8 H -4.066 -0.768 -1.987
9 H -2.517 2.104 -0.290
10 H -0.463 2.867 -0.810
11 H -0.430 2.044 0.804
12 H 1.482 1.506 -0.381
13 H 0.697 0.661 -1.751
14 H 0.712 0.161 1.148
15 H 2.230 -0.958 -0.476
16 H 0.819 -1.789 -1.136
17 H 1.480 -2.050 1.854
18 H 0.173 -2.688 0.894
19 H 1.804 -3.271 0.576
20 H -3.719 -0.229 -2.356
21 H 1.588 0.604 2.768
22 O 1.353 0.882 1.868

Values from the calculation:
Relative energy (zero: lowest compared OMol25 entry of this formula, charge and spin) = 186.5 kcal/mol
Total energy = -345.6486 Eh
Lowest unoccupied orbital energy = -9.151 eV
Total charge = +1
Spin multiplicity = 1
Highest occupied orbital energy = -13.905 eV

Atom charges from the natural (NBO) analysis, given in e for atoms 1 to 6: -0.7578 -0.2346 -0.3040 -0.0378 -0.3017 -0.6261

(2)
# C4H15N2O

A 2-piece molecular cluster, C4H15N2O overall in a non-equilibrium geometry (ωB97M-V/def2-TZVPD, the OMol25 dataset).

Positions of all 22 atoms, in Å:
1 C -1.236 -1.344 -0.107
2 N -1.570 -1.752 1.228
3 C 0.062 -0.388 -0.003
4 N -0.073 0.595 -1.163
5 C 0.898 1.747 -1.208
6 C 1.347 -1.180 -0.195
7 H -0.973 -2.179 -0.773
8 H -2.000 -0.685 -0.517
9 H -1.432 -2.711 1.577
10 H -2.563 -1.524 1.390
11 H 0.076 0.242 0.903
12 H 0.079 0.087 -2.042
13 H -1.044 0.904 -1.177
14 H 1.922 1.399 -0.999
15 H 1.084 2.023 -2.239
16 H 0.630 2.422 -0.409
17 H 1.344 -1.999 0.520
18 H 1.332 -1.600 -1.217
19 H 2.277 -0.622 -0.227
20 H -0.663 2.613 1.999
21 H 0.353 1.869 2.797
22 O 0.151 2.083 1.862

Values from the calculation:
Relative energy (zero: lowest compared OMol25 entry of this formula, charge and spin) = 41.0 kcal/mol
Total energy = -345.4115 Eh
Lowest unoccupied orbital energy (alpha / beta) = -7.115 / -12.969 eV
Total charge = +2
Spin multiplicity = 2
Highest occupied orbital energy (alpha / beta) = -18.995 / -18.986 eV

Atom charges from the natural (NBO) analysis, given in e for atoms 1 to 6: -0.3008 -0.2449 -0.0232 -0.5036 -0.4409 -0.6513

> What is the total energy in the first record?

-345.6486 Eh

> Look up the relative energy (zero: lowest compared OMol25 entry of this formula, charge and spin) of the second one.

41.0 kcal/mol

What did the first record say?
# C4H15N2O

C4H15N2O as an isolated structure in a non-equilibrium geometry (ωB97M-V/def2-TZVPD, the OMol25 dataset).

Positions of all 22 atoms, in Å:
1 N -1.879 1.349 -0.568
2 C -0.570 1.913 -0.281
3 C 0.567 0.986 -0.715
4 N 0.317 -0.218 0.101
5 C 1.229 -1.308 -0.223
6 C 1.231 -2.389 0.848
7 H -2.041 0.592 0.112
8 H -4.066 -0.768 -1.987
9 H -2.517 2.104 -0.290
10 H -0.463 2.867 -0.810
11 H -0.430 2.044 0.804
12 H 1.482 1.506 -0.381
13 H 0.697 0.661 -1.751
14 H 0.712 0.161 1.148
15 H 2.230 -0.958 -0.476
16 H 0.819 -1.789 -1.136
17 H 1.480 -2.050 1.854
18 H 0.173 -2.688 0.894
19 H 1.804 -3.271 0.576
20 H -3.719 -0.229 -2.356
21 H 1.588 0.604 2.768
22 O 1.353 0.882 1.868

Values from the calculation:
Relative energy (zero: lowest compared OMol25 entry of this formula, charge and spin) = 186.5 kcal/mol
Total energy = -345.6486 Eh
Lowest unoccupied orbital energy = -9.151 eV
Total charge = +1
Spin multiplicity = 1
Highest occupied orbital energy = -13.905 eV

Atom charges from the natural (NBO) analysis, given in e for atoms 1 to 6: -0.7578 -0.2346 -0.3040 -0.0378 -0.3017 -0.6261

> Among the records above, which one has the lowest total energy?

number 1